A molecular structure, C10H6BrClF6IrN2O8S2, computed with ωB97M-V/def2-TZVPD.

The gap between HOMO and LUMO (alpha / beta) comes out at 0.2795 / 0.2794 hartree. As for the strongest force on any atom: 0.059 Eh/bohr. Its energy relative to the best compared isomer or geometry (same formula, charge and spin) is 59.0 kcal/mol. The calculation puts the LUMO energy (alpha / beta) at -0.210 / -0.210 hartree. As for the total charge: +1. The total energy comes out at -153196.9167 eV. Its spin multiplicity is 1.

```
37
Properties=species:S:1:pos:R:3:forces:R:3
Ir -0.2339 -0.3521 0.3602 0.046 1.291 -2.717
O -3.9608 4.5321 -0.4411 0.079 -0.105 0.012
C -3.1348 3.5169 -0.2095 -0.263 0.327 -0.109
C -1.7683 3.6516 -0.0054 0.146 0.129 0.076
C -1.0137 2.5352 0.2101 -0.322 -0.341 0.100
N -1.5224 1.2709 0.2483 -0.965 -0.056 -0.935
C -2.8794 1.1647 0.0887 0.454 0.057 0.130
Br -3.7498 -0.4660 0.2938 -0.192 -0.065 0.201
C -3.6874 2.2472 -0.1521 -0.063 -0.125 -0.018
H -3.4997 5.3809 -0.4569 0.009 0.001 -0.002
H -1.2866 4.6203 -0.0172 0.029 -0.031 0.013
H 0.0404 2.6340 0.3465 0.121 0.033 0.096
H -4.7504 2.1155 -0.2864 0.004 -0.023 0.042
F 3.3652 -2.5906 -2.6881 0.057 -0.032 -0.005
C 3.1112 -2.7246 -1.4053 -0.042 0.016 -0.109
F 2.3286 -3.7601 -1.1852 0.012 -0.115 0.008
F 4.2193 -2.8137 -0.7035 0.021 -0.022 -0.032
S 2.1776 -1.2436 -0.8228 -0.516 -0.086 -0.257
O 0.9026 -1.1515 -1.5708 0.713 0.140 0.523
O 1.8907 -1.4074 0.6108 -0.470 -0.411 -0.218
N 3.1816 -0.0757 -1.0803 0.064 0.167 -0.032
S 2.7084 1.2480 -0.3704 -0.370 0.043 0.370
O 1.1991 1.2512 -0.2837 0.842 -0.129 0.559
O 3.3176 2.4180 -0.8783 -0.220 -0.075 -0.193
C 3.2102 1.1527 1.4452 -0.038 0.041 0.083
F 3.6782 2.3365 1.7844 0.101 -0.012 0.001
F 2.1414 0.8920 2.2040 -0.008 -0.025 -0.015
F 4.1175 0.2193 1.6254 0.086 0.019 -0.019
O -0.6519 -0.6388 3.2241 -0.634 0.461 0.300
C -0.6599 -0.4220 2.1197 0.812 -0.829 0.670
Cl -0.8460 -4.5246 -2.0523 -0.030 0.010 0.053
C -1.4371 -4.2557 -0.3978 -0.140 0.064 -0.352
C -1.0879 -2.8735 0.0736 0.223 0.077 0.669
O -0.5042 -2.6929 1.1497 0.015 -1.044 -0.029
O -1.4089 -1.8491 -0.6348 0.446 0.735 1.054
H -0.9866 -4.9828 0.2641 0.022 -0.029 0.061
H -2.5197 -4.3627 -0.4065 -0.029 -0.056 0.019
```
Positions in Å, forces in eV/Å.

A molecular structure, C10H6CeNO5, computed with ωB97M-V/def2-TZVPD.

The gap between HOMO and LUMO (alpha / beta) comes out at 0.1965 / 0.1792 hartree. As for the strongest force on any atom: 0.352 Eh/bohr. Its energy relative to the best compared isomer or geometry (same formula, charge and spin) is 330.3 kcal/mol. The calculation puts the LUMO energy (alpha / beta) at -0.401 / -0.430 hartree. As for the total charge: +2. The total energy comes out at -35089.1533 eV. Its spin multiplicity is 2.

```
23
Properties=species:S:1:pos:R:3:forces:R:3
O -0.0153 3.1668 -1.6675 -0.048 -4.246 0.493
C -0.0185 1.9971 -1.5099 0.069 14.427 -0.025
Ce 0.0003 0.0188 -1.5676 -0.155 2.196 2.437
C 0.0184 -1.9702 -1.6156 -0.205 -16.426 -0.423
O 0.0159 -3.1378 -1.6873 0.103 4.762 0.194
C -0.0011 -0.0066 -3.8642 0.566 -2.161 -1.336
O -0.0987 -1.0758 -4.3730 0.096 2.549 -0.237
C 1.9760 0.0381 -1.6518 17.995 0.392 -1.829
O 3.1083 0.0580 -2.0059 -6.038 -0.160 1.618
C -1.9760 0.0187 -1.6517 -17.976 -0.215 -1.659
O -3.1088 0.0103 -2.0026 6.028 0.122 1.560
H 0.0975 1.1528 -4.0667 -0.485 -1.005 -0.683
C 0.0003 -0.0383 3.7367 -0.001 0.007 -0.727
C 0.1603 1.1733 3.0379 -0.025 -0.148 -1.135
C 0.1542 1.1422 1.6261 0.031 0.201 1.048
N 0.0000 -0.0065 0.9633 0.052 -0.200 -1.216
C -0.1540 -1.1707 1.6005 -0.002 -0.140 1.141
C -0.1601 -1.2349 3.0107 0.012 0.139 -1.164
H 0.0001 -0.0507 4.8246 0.001 0.000 -0.225
H 0.2883 2.1443 3.5121 -0.050 -0.373 0.164
H 0.2668 2.0208 0.9678 -0.009 -0.242 0.906
H -0.2660 -2.0335 0.9215 -0.006 0.162 0.914
H -0.2878 -2.2160 3.4626 0.045 0.358 0.186
```
Positions in Å, forces in eV/Å.

A molecular structure, C10H6ClN2OPtS4Se, computed with ωB97M-V/def2-TZVPD.

The gap between HOMO and LUMO (alpha / beta) comes out at 0.2518 / 0.2208 hartree. As for the strongest force on any atom: 0.011 Eh/bohr. The calculation puts the LUMO energy (alpha / beta) at -0.134 / -0.248 hartree. As for the total charge: +1. The total energy comes out at -139941.8657 eV. Its spin multiplicity is 5.

```
26
Properties=species:S:1:pos:R:3:forces:R:3
Pt 0.2462 0.9863 -0.4255 0.165 0.311 0.339
O 4.9787 5.7929 -0.2484 -0.016 -0.037 -0.003
C 4.1447 4.9580 -0.3147 0.058 0.123 0.003
S 2.3863 5.3036 -0.3225 0.086 0.013 0.010
C 1.8936 3.6543 -0.4086 0.041 -0.061 -0.024
C 2.8966 2.6773 -0.4802 -0.071 0.097 0.018
S 2.5657 1.0071 -0.6141 -0.147 -0.115 -0.093
S 4.5229 3.1986 -0.4309 0.060 0.035 0.004
S 0.2520 3.2796 -0.3891 -0.009 -0.098 0.049
Cl -2.3219 -0.1458 -1.9440 -0.035 0.118 0.038
C -1.6363 1.2958 -1.2195 0.091 -0.405 -0.292
H -2.2154 1.5945 -0.3412 -0.048 -0.034 0.016
H -1.6049 2.0768 -1.9685 -0.042 0.053 -0.006
Se 1.2181 -2.1320 -1.5215 0.089 0.130 -0.136
N 0.2451 -1.0735 -0.3382 -0.034 -0.104 -0.228
C -0.6037 -1.8684 0.3072 -0.208 0.015 0.396
C -1.5009 -1.4528 1.3073 -0.039 -0.158 -0.008
C -2.3993 -2.3916 1.9106 0.177 0.347 -0.042
C -2.3700 -3.6865 1.5332 0.256 -0.385 -0.348
C -1.4384 -4.1458 0.5102 -0.369 0.012 0.346
C -0.5529 -3.2570 -0.0759 0.151 -0.006 -0.180
N 0.3460 -3.6113 -1.0147 -0.182 0.104 0.178
H -1.4893 -0.4211 1.6364 -0.031 0.016 -0.020
H -3.0873 -2.0557 2.6729 0.025 0.044 -0.005
H -3.0351 -4.4051 1.9922 0.018 -0.020 -0.053
H -1.4408 -5.1783 0.1875 0.014 0.006 0.043
```
Positions in Å, forces in eV/Å.

A molecular structure, C10H7AsCrF5N3OS4Se, computed with ωB97M-V/def2-TZVPD.

The gap between HOMO and LUMO (alpha / beta) comes out at 0.2119 / 0.2159 hartree. As for the strongest force on any atom: 0.011 Eh/bohr. Its energy relative to the best compared isomer or geometry (same formula, charge and spin) is 1.5 kcal/mol. The calculation puts the LUMO energy (alpha / beta) at 0.160 / 0.160 hartree. As for the total charge: -2. The total energy comes out at -228541.4442 eV. Its spin multiplicity is 5.

```
33
Properties=species:S:1:pos:R:3:forces:R:3
Cr 0.2855 -0.5865 0.6196 0.043 -0.527 -0.188
S -1.3483 0.6759 -3.1682 0.255 -0.272 0.164
As -0.1748 -1.0316 -2.4656 0.180 0.346 -0.160
S -1.1866 -1.9598 -0.7577 0.050 0.026 0.142
S 1.6627 -0.3623 -1.2844 -0.277 0.039 -0.333
S 0.4060 -2.3489 -4.0207 -0.082 0.098 0.168
C -2.2955 3.7614 -1.7274 0.069 -0.032 -0.007
N -1.8566 3.0057 -0.5785 0.026 -0.014 -0.071
C -2.7987 2.2811 0.2457 -0.080 -0.087 0.046
C -1.8823 1.2997 0.9717 -0.145 0.306 -0.086
O -2.2063 0.5447 1.8622 -0.018 -0.093 0.175
N -0.6333 1.4051 0.4304 0.003 0.084 0.295
C -0.6797 2.3370 -0.5143 0.275 0.044 -0.010
N 0.4016 2.6638 -1.2471 -0.151 -0.039 -0.110
H -2.6792 3.0960 -2.5053 -0.031 0.019 -0.021
H -1.4627 4.3346 -2.1337 0.000 -0.013 0.025
H -3.0630 4.4694 -1.4105 -0.029 -0.024 -0.019
H -3.5098 1.7090 -0.3591 0.010 0.024 -0.023
H -3.3253 2.9313 0.9456 -0.045 -0.020 -0.007
H 1.0625 1.8729 -1.2350 0.058 -0.038 0.024
H 0.1555 2.8460 -2.2148 -0.004 0.014 0.024
F -0.5045 2.0713 7.2860 -0.002 -0.007 0.020
C -0.0817 1.2607 6.2980 0.001 -0.044 0.005
C 0.3131 1.7839 5.0828 0.036 -0.015 -0.052
F 0.2741 3.1150 4.8988 0.003 0.000 -0.006
C 0.7521 0.9438 4.0737 -0.049 0.151 -0.017
F 1.1316 1.5301 2.9316 -0.007 -0.040 0.089
C 0.8033 -0.4405 4.2105 -0.026 0.010 0.093
Se 1.3752 -1.6044 2.8301 -0.058 0.064 -0.153
C 0.4045 -0.9253 5.4546 -0.014 -0.008 0.043
F 0.4246 -2.2422 5.7125 0.004 -0.002 -0.022
C -0.0296 -0.1077 6.4820 0.010 0.030 -0.041
F -0.4043 -0.6340 7.6635 -0.007 0.019 0.011
```
Positions in Å, forces in eV/Å.

A single C10H7Cl3OS molecule, computed with ωB97M-V/def2-TZVPD.

The gap between HOMO and LUMO comes out at 0.2753 hartree. As for the strongest force on any atom: 0.097 Eh/bohr. The calculation puts the LUMO energy at -0.034 hartree. The total energy comes out at -60928.1638 eV. Its spin multiplicity is 1.

```
22
Properties=species:S:1:pos:R:3:forces:R:3
O 3.4390 -1.4206 3.9807 0.627 -0.031 0.855
Cl 2.8497 1.7139 3.6464 1.313 -0.289 -0.904
Cl 4.5450 1.4388 1.1223 -0.092 -0.001 0.773
Cl 5.7112 0.8202 3.8174 -1.078 0.275 -0.964
C 1.6589 -0.1406 0.9251 -0.585 0.537 0.569
C 1.1504 0.6963 0.0845 -1.219 0.462 -2.685
C 2.1132 -0.9609 1.8006 1.263 -0.484 0.695
C -3.0752 1.0294 -1.3372 -0.838 -1.785 0.283
C -2.6747 -0.1920 -0.7921 3.391 0.860 0.423
C -2.2320 2.0838 -1.3966 4.635 1.550 1.014
C -1.2672 -0.2631 -0.3757 -1.250 -1.337 -0.098
C -0.8642 2.0523 -0.8974 -0.907 -1.993 0.066
C -0.3333 0.7621 -0.3812 -0.489 4.314 -0.062
S 3.7763 -0.9147 2.6579 -1.988 -1.304 -0.461
C 4.2129 0.8554 2.7600 -0.519 0.924 1.322
H 1.9464 1.1625 -0.5534 -1.058 -0.738 -0.296
H 1.5685 -1.8969 1.9303 1.126 -0.554 -0.346
H -4.0333 1.1996 -1.7742 -0.759 -0.313 -0.035
H -3.2278 -1.1224 -0.6855 -0.236 0.505 -0.264
H -2.4844 3.0245 -1.8480 -0.554 0.174 -0.109
H -0.9056 -1.2590 -0.1059 -0.156 0.240 0.208
H -0.2320 2.9733 -0.9361 -0.626 -1.011 0.018
```
Positions in Å, forces in eV/Å.

A molecular structure, C10H7FN2OV, computed with ωB97M-V/def2-TZVPD.

The gap between HOMO and LUMO comes out at 0.1750 hartree. As for the strongest force on any atom: 0.081 Eh/bohr. The calculation puts the LUMO energy at -0.607 hartree. As for the total charge: +3. The total energy comes out at -43873.0065 eV. Its spin multiplicity is 1.

```
22
Properties=species:S:1:pos:R:3:forces:R:3
O 0.9171 0.3780 3.7148 -0.125 -0.627 -0.960
C -0.2449 0.2147 3.7004 0.219 0.819 2.327
F -1.0044 0.8306 4.6561 0.091 -1.408 -2.086
C -1.0418 -0.6979 2.7082 -1.554 2.645 -2.004
C -0.7202 -0.4569 1.1513 -0.871 -0.123 0.891
C -1.6901 -1.0227 0.0923 0.733 -0.282 0.775
N -1.5631 -0.8645 -1.2555 2.333 0.833 2.780
C -0.4024 -0.1571 -1.5274 1.196 1.047 -2.717
C -0.0843 0.0672 -2.9579 -0.254 -0.180 1.534
C 1.1551 0.8025 -3.4607 0.472 0.320 2.457
C 2.0812 1.3595 -2.4824 -2.042 -1.353 0.317
C 1.7843 1.1776 -1.0293 0.488 0.375 -2.310
C 0.5663 0.4090 -0.5209 -0.308 -0.023 0.360
N 0.4235 0.2954 0.8112 -0.990 -1.039 -2.631
H -2.1417 -0.4703 2.8414 0.877 -0.691 0.046
H -0.9239 -1.8455 2.9442 -0.463 1.872 2.957
H -2.5951 -1.5899 0.4617 0.560 0.720 -0.397
H -0.8041 -0.3441 -3.7188 0.715 0.413 0.797
H 1.3023 0.8907 -4.5710 -0.074 -0.027 1.172
H 2.9972 1.9001 -2.8256 -0.867 -0.452 0.506
H 2.5302 1.6457 -0.3240 -1.048 -0.658 -0.384
V -0.5413 -2.5219 1.5918 0.912 -2.179 -3.431
```
Positions in Å, forces in eV/Å.

A single C10H7FO molecule, computed with ωB97M-V/def2-TZVPD.

The gap between HOMO and LUMO comes out at 0.2857 hartree. As for the strongest force on any atom: 0.063 Eh/bohr. Its energy relative to the best compared isomer or geometry (same formula, charge and spin) is 5.0 kcal/mol. The calculation puts the LUMO energy at -0.046 hartree. The total energy comes out at -15243.5152 eV. Its spin multiplicity is 1.

```
19
Properties=species:S:1:pos:R:3:forces:R:3
C -2.2229 -0.5658 -0.4057 0.043 -0.075 0.007
C -1.6869 0.6889 -0.1652 -0.016 0.126 0.003
C -1.3854 -1.6687 -0.4257 -0.038 0.010 0.036
C -0.3304 0.8456 0.0420 0.029 -0.162 -0.026
C -0.0271 -1.5198 -0.2100 0.133 0.161 -0.027
C 0.5255 -0.2594 0.0199 -0.828 0.060 -0.157
C 1.9474 -0.0874 0.2389 1.456 -1.560 0.567
C 3.0208 -2.1261 1.0275 -0.545 -1.062 2.446
C 2.9089 -1.3815 -0.1171 -0.717 2.684 -1.713
C 2.6443 0.9988 0.5258 -0.140 0.145 0.001
O 3.0431 -1.5451 -1.3059 0.580 -0.557 0.029
F 3.6484 -1.8147 2.1344 0.074 0.230 -1.238
H -3.2834 -0.6785 -0.5721 -0.088 -0.032 -0.016
H -2.3274 1.5578 -0.1398 -0.079 0.061 -0.005
H -1.7818 -2.6558 -0.6046 -0.087 -0.095 -0.031
H 0.0581 1.8353 0.2248 0.070 0.086 0.009
H 0.6123 -2.3893 -0.2258 0.042 -0.071 0.003
H 2.1752 1.9692 0.5578 -0.075 0.158 0.078
H 3.7090 0.9809 0.6842 0.188 -0.107 0.034
```
Positions in Å, forces in eV/Å.